{
  "formula": "H22NO14",
  "method": "ωB97M-V/def2-TZVPD",
  "elements": ["N", "O", "O", "O", "O", "H", "H", "O", "H", "H", "O", "H", "H", "O", "H", "H", "O", "H", "H", "O", "H", "H", "O", "H", "H", "O", "H", "H", "O", "H", "H", "O", "H", "H", "O", "H", "H"],
  "coordinates": [[-0.1632, 0.0427, 0.0261], [-0.5792, 1.0287, -0.6189], [0.0888, 0.2377, 1.2341], [-0.5472, -1.0883, -0.2859], [-2.8522, -1.2003, -2.1399], [-3.1302, -0.3143, -2.3839], [-2.1792, -1.0753, -1.4839], [-0.2252, -0.1413, -3.4299], [-0.4682, 0.7747, -3.4599], [-0.8972, -0.5393, -3.9829], [-0.3082, 2.7537, -2.6169], [-0.4002, 2.4307, -1.7319], [-0.8162, 3.5797, -2.6919], [0.4028, -1.7083, 3.0731], [0.1168, -1.0613, 2.4421], [0.6518, -2.4613, 2.5141], [2.9208, -0.6123, 3.0271], [2.9728, 0.0797, 3.6861], [2.0218, -0.9183, 3.0791], [-1.0202, 3.0487, 1.0921], [-0.6482, 2.3557, 0.5491], [-0.7272, 3.8847, 0.8031], [-0.6512, 1.4627, 3.8491], [-1.4092, 0.8807, 3.9141], [-0.5542, 1.7227, 2.9101], [2.2048, 0.7317, -2.2749], [2.5178, 0.3257, -1.4789], [1.3248, 0.3647, -2.3109], [0.4318, -2.6893, -2.4489], [-0.0242, -3.2343, -1.8169], [0.2898, -1.8413, -2.0779], [-2.6622, -1.5133, 1.3961], [-3.0612, -2.3723, 1.5561], [-1.9192, -1.5733, 0.7661], [3.0598, -0.2873, 0.0771], [3.5798, -1.0483, 0.3581], [2.6578, -0.0263, 0.8831]],
  "e_lumo_ha": 0.1043,
  "de_lowest_ev": 1.432,
  "charge": -1,
  "gap_ev": 9.956
}

{
  "formula": "H22NeO11",
  "method": "ωB97M-V/def2-TZVPD",
  "elements": ["Ne", "O", "H", "H", "O", "H", "H", "O", "H", "H", "O", "H", "H", "O", "H", "H", "O", "H", "H", "O", "H", "H", "O", "H", "H", "O", "H", "H", "O", "H", "H", "O", "H", "H"],
  "coordinates": [[-0.1138, -0.7220, 0.2297], [-2.2010, -0.0857, -1.8076], [-2.8709, -0.0629, -2.4909], [-1.4906, 0.4569, -2.1498], [2.0823, -2.3904, 2.1284], [1.4710, -2.8549, 1.5567], [2.5737, -1.8177, 1.5395], [0.3311, -3.9370, 0.4821], [-0.0978, -3.5529, -0.2826], [0.7812, -4.7101, 0.1416], [-0.2067, 2.6232, 2.7516], [-0.0660, 2.3795, 1.8367], [0.2119, 3.4796, 2.8389], [-2.4938, 1.0059, 3.1277], [-2.6550, 0.7515, 4.0363], [-1.6431, 1.4441, 3.1484], [-2.3298, 1.6117, 0.2693], [-2.4872, 1.1976, 1.1178], [-2.5134, 0.9243, -0.3710], [3.2174, -0.2032, 0.6538], [3.6458, 0.2210, 1.3973], [3.9259, -0.6527, 0.1930], [1.8216, 0.9880, -1.3909], [2.7042, 1.2156, -1.6833], [1.9579, 0.4676, -0.5991], [-1.2076, -2.7617, -1.5445], [-1.0396, -2.8633, -2.4813], [-1.5931, -1.8894, -1.4631], [-0.2149, 1.0370, -3.3955], [0.6646, 0.7953, -3.1053], [-0.4033, 0.4364, -4.1165], [0.3070, 2.6519, 0.0838], [-0.6424, 2.5321, 0.1074], [0.5744, 2.2847, -0.7588]],
  "e_lumo_ha": -0.0042,
  "de_lowest_ev": 0.258,
  "gap_ev": 10.115
}

{
  "formula": "H22Ni2O31S5Zn2",
  "method": "ωB97M-V/def2-TZVPD",
  "elements": ["Zn", "Zn", "Ni", "Ni", "S", "O", "O", "O", "O", "S", "O", "O", "O", "O", "S", "O", "O", "O", "O", "S", "O", "O", "O", "O", "S", "O", "O", "O", "O", "O", "H", "H", "O", "H", "H", "O", "H", "H", "O", "H", "H", "O", "H", "H", "O", "H", "H", "O", "H", "H", "O", "H", "H", "O", "H", "H", "O", "H", "H", "O", "H", "H"],
  "coordinates": [[-1.4108, -2.2659, 1.9820], [-1.2233, 2.6152, 1.9398], [2.4556, 0.3683, 1.3054], [-1.8978, 1.2214, -2.7296], [0.5933, 1.1808, 3.9856], [-0.6917, 1.5274, 3.4366], [1.2329, 2.3013, 4.6954], [0.4937, 0.0938, 4.9133], [1.4719, 0.7754, 2.8839], [-0.4378, 0.0671, -0.0252], [-0.8067, 1.2541, 0.6939], [-1.0649, -1.1283, 0.4998], [-0.8732, 0.2469, -1.3855], [1.0365, -0.0902, -0.0081], [1.9212, -2.5573, 2.4486], [2.1870, -3.9520, 2.1695], [0.5170, -2.2406, 2.4304], [2.2852, -2.3113, 3.8608], [2.6421, -1.6107, 1.5916], [1.9453, 3.5248, 1.3125], [0.5408, 3.3393, 1.6668], [2.1183, 4.6313, 0.3916], [2.6276, 3.7135, 2.5840], [2.4499, 2.2596, 0.8226], [-1.7647, 4.1237, -0.9210], [-0.4400, 4.6282, -1.1108], [-1.9831, 3.7867, 0.4809], [-2.7917, 5.1709, -1.1866], [-1.9190, 2.9639, -1.7158], [-0.7676, -3.9376, 0.9127], [0.1387, -3.8090, 0.6328], [-1.0956, -4.6385, 0.3494], [-3.5595, 0.6146, -1.6795], [-3.9522, -0.2301, -1.8997], [-4.1762, 1.0131, -1.0654], [-3.3004, -2.5562, 1.3162], [-4.1345, -2.3711, 1.7478], [-3.5397, -3.0554, 0.5354], [1.8489, 1.5589, -2.2366], [1.7617, 1.1594, -1.3711], [2.7850, 1.7378, -2.3251], [1.5149, -3.1881, -0.6641], [1.7912, -2.5282, -0.0281], [1.9033, -4.0037, -0.3478], [2.4910, -1.3106, -3.2023], [2.0752, -0.9030, -2.4426], [1.7843, -1.4042, -3.8412], [-1.1534, -2.4875, -2.0605], [-1.0792, -1.9051, -1.3045], [-0.3207, -2.9590, -2.0829], [-0.3997, 1.8157, -3.9544], [-0.3053, 1.8839, -4.9045], [0.4480, 1.4902, -3.6518], [-2.3100, -0.5992, 2.8810], [-1.7438, 0.1671, 2.9727], [-3.0468, -0.4247, 3.4665], [3.9699, 0.0028, -0.3258], [4.1135, 0.5931, -1.0655], [4.8428, -0.1407, 0.0398], [-1.9014, -0.6846, -3.8091], [-2.2141, -1.2558, -4.5107], [-1.6818, -1.2814, -3.0937]],
  "e_lumo_ha": [0.0653, 0.0651],
  "multiplicity": 5,
  "charge": -2,
  "gap_ev": [2.665, 2.657]
}

{
  "formula": "H22O11",
  "method": "ωB97M-V/def2-TZVPD",
  "elements": ["O", "H", "H", "O", "H", "H", "O", "H", "H", "O", "H", "H", "O", "H", "H", "O", "H", "H", "O", "H", "H", "O", "H", "H", "O", "H", "H", "O", "H", "H", "O", "H", "H"],
  "coordinates": [[-2.3511, 1.1379, -2.4400], [-1.4438, 0.9306, -2.6141], [-2.8599, 0.4603, -2.8924], [2.0056, -0.6501, 1.1655], [1.7266, 0.2705, 1.1094], [2.7116, -0.5444, 1.7902], [2.5913, -1.0726, -1.4884], [2.4908, -0.9081, -0.4952], [3.5172, -1.3279, -1.6831], [-2.4270, 1.4357, 0.5263], [-2.6872, 0.8858, 1.2471], [-2.6435, 0.9766, -0.2678], [-0.7624, -1.4905, 1.4598], [-0.8223, -0.6354, 2.0081], [0.1802, -1.7861, 1.6403], [-2.6683, -1.7521, -1.0729], [-2.3088, -1.8336, -0.1387], [-1.8665, -1.9349, -1.5211], [0.1522, -1.9691, -1.3086], [-0.1236, -1.7534, -0.3185], [1.0816, -2.2298, -1.2103], [0.3709, 0.5637, -2.7643], [0.1491, -0.2788, -2.3108], [1.2154, 0.4558, -3.1286], [-0.7316, 0.7804, 3.1091], [0.1832, 1.1632, 2.9615], [-0.4677, -0.0316, 3.7162], [1.9051, 2.0152, 2.1263], [2.7020, 2.5538, 1.9945], [1.2668, 2.2159, 1.4186], [0.2868, 1.5334, 0.0532], [-0.6708, 1.4798, 0.2047], [0.2978, 1.3401, -0.8762]],
  "smiles": "O.O.O.O.O.O.O.O.O.O.O",
  "e_lumo_ha": -0.0037,
  "de_lowest_ev": 0.622,
  "gap_ev": 10.540
}